DFT (ωB97M-V/def2-TZVPD) results for a structure of composition C29H22Br2N6OSc.

Summary:
- Kohn-Sham gap: 7.30 eV
- DFT total energy: -7430.81933 Eh
- HOMO level: -10.31 eV
- Total charge: +1
- ΔE to the lowest compared entry with this formula, charge and spin: 6.1 kJ/mol

The geometry in XYZ format:
```
61
C29H22Br2N6OSc ωB97M-V/def2-TZVPD
Sc 0.46 -0.95 0.58
C -6.35 0.92 1.65
C -5.00 0.60 1.07
C -4.45 1.34 0.03
C -3.19 1.07 -0.47
C -2.42 0.02 0.03
N -1.13 -0.25 -0.42
C -0.53 0.70 -1.29
C -0.45 0.50 -2.67
C 0.16 1.43 -3.49
C 0.75 2.58 -2.97
C 1.44 3.57 -3.88
C 0.71 2.78 -1.60
C 0.08 1.85 -0.78
N 0.05 2.10 0.63
C -0.29 3.23 1.28
C -0.11 3.01 2.62
C 0.34 1.69 2.71
N 0.44 1.14 1.50
C -2.99 -0.74 1.06
C -4.24 -0.45 1.58
N -2.32 -1.89 1.59
C -2.90 -3.05 1.93
C -1.96 -3.86 2.54
C -0.80 -3.10 2.52
N -1.01 -1.90 1.95
H -6.90 1.62 1.02
H -6.26 1.38 2.64
H -6.96 0.03 1.77
H -5.02 2.16 -0.39
H -2.80 1.67 -1.28
H -0.91 -0.39 -3.08
H 0.19 1.25 -4.56
H 0.83 3.78 -4.76
H 2.39 3.17 -4.23
H 1.64 4.51 -3.36
H 1.18 3.65 -1.16
H -0.63 4.09 0.73
H -0.30 3.70 3.43
H 0.59 1.11 3.59
H -4.62 -1.04 2.40
H -3.94 -3.23 1.71
H -2.09 -4.85 2.91
H 0.19 -3.37 2.85
Br 2.04 -5.63 -0.64
C 3.07 -4.06 -0.62
C 4.44 -4.13 -0.97
C 5.22 -3.02 -0.97
Br 7.04 -3.16 -1.44
C 4.67 -1.76 -0.61
C 5.39 -0.54 -0.55
C 4.75 0.61 -0.18
C 3.39 0.56 0.15
N 2.69 -0.55 0.10
C 3.31 -1.71 -0.26
C 2.48 -2.87 -0.28
O 1.21 -2.71 0.05
H 4.86 -5.09 -1.24
H 6.44 -0.54 -0.81
H 5.29 1.55 -0.12
H 2.86 1.46 0.45
```

---

DFT (ωB97M-V/def2-TZVPD) results for a structure of composition C10H22KN2O2Sb.

Summary:
- Kohn-Sham gap: 5.91 eV
- DFT total energy: -1494.19547 Eh
- HOMO level: -6.45 eV
- Total charge: 0
- ΔE to the lowest compared entry with this formula, charge and spin: 0.0 kJ/mol

The geometry in XYZ format:
```
38
C10H22KN2O2Sb ωB97M-V/def2-TZVPD
K 1.23 -0.71 2.60
C 0.21 -4.34 -0.85
C 0.90 -3.40 0.09
N 0.33 -3.00 1.22
O -0.91 -3.77 1.37
C 2.17 -2.73 -0.12
C 3.14 -3.27 -1.06
N 2.40 -1.57 0.50
O 3.57 -1.11 0.32
H 0.70 -4.37 -1.84
H -0.87 -4.10 -0.95
H 0.16 -5.38 -0.52
H -1.16 -3.56 2.30
H 2.70 -3.83 -1.89
H 4.02 -3.80 -0.66
H 3.59 -2.41 -1.58
C -3.75 2.98 -1.11
C -2.31 3.27 -1.33
Sb -0.94 1.57 -0.70
C -0.80 1.14 1.48
C -1.97 1.89 2.07
C 0.88 2.76 -0.63
C 2.10 1.87 -0.31
H -3.99 2.64 -0.04
H -4.12 2.16 -1.72
H -4.39 3.85 -1.21
H -2.02 4.21 -0.75
H -2.20 3.41 -2.42
H 0.20 1.49 1.85
H -1.03 0.04 1.57
H -1.72 2.98 2.19
H -2.36 1.49 2.98
H -2.78 2.02 1.32
H 0.72 3.49 0.16
H 1.05 3.25 -1.62
H 2.35 1.98 0.75
H 2.98 2.05 -0.95
H 1.92 0.82 -0.50
```

---

DFT (ωB97M-V/def2-TZVPD) results for an isolated molecule of C4H8N2O.

Summary:
- Kohn-Sham gap: 9.88 eV
- DFT total energy: -341.93546 Eh
- HOMO level: -9.02 eV
- Total charge: 0
- ΔE to the lowest compared entry with this formula, charge and spin: 179.0 kJ/mol

The geometry in XYZ format:
```
15
C4H8N2O ωB97M-V/def2-TZVPD
N 1.94 -0.48 -1.23
C 1.21 -0.65 -0.09
O 0.91 -1.76 0.30
C 0.73 0.61 0.62
N -0.71 0.90 0.47
C -1.61 -0.24 0.49
C -1.40 0.53 -0.76
H 2.27 -1.32 -1.68
H 2.32 0.40 -1.51
H 0.91 0.46 1.69
H 1.30 1.50 0.30
H -1.14 -1.22 0.54
H -2.52 -0.12 1.08
H -0.83 0.04 -1.55
H -2.15 1.24 -1.10
```

---

DFT (ωB97M-V/def2-TZVPD) results for a structure of composition C44H98AsF6N2O18.

Summary:
- Kohn-Sham gap: 9.58 eV
- DFT total energy: -6033.86547 Eh
- HOMO level: -7.39 eV
- Total charge: -1

The geometry in XYZ format:
```
169
C44H98AsF6N2O18 ωB97M-V/def2-TZVPD
As 16.09 12.64 16.19
F 16.74 14.20 15.74
F 17.61 12.34 17.03
F 15.57 11.00 16.50
F 14.66 12.97 15.30
F 16.80 12.10 14.69
F 15.39 13.20 17.64
C 19.08 13.16 12.40
O 20.23 13.58 13.21
C 19.79 13.46 14.57
C 20.95 13.25 15.55
O 21.54 14.44 15.94
C 20.81 15.13 16.95
C 21.30 16.54 17.14
O 22.44 16.55 17.89
C 23.11 17.73 17.93
H 19.15 13.73 11.52
H 18.12 13.39 12.88
H 19.15 12.10 12.25
H 19.22 12.51 14.76
H 19.05 14.29 14.92
H 21.85 12.74 15.16
H 20.59 12.69 16.42
H 20.93 14.47 17.81
H 19.77 15.22 16.67
H 20.51 17.19 17.62
H 21.51 16.83 16.14
H 23.11 17.98 16.85
H 24.09 17.73 18.35
H 22.59 18.52 18.43
C 14.96 11.19 12.19
O 14.57 10.06 13.03
C 13.51 10.32 13.86
C 12.83 9.06 14.25
O 11.76 9.51 15.14
C 11.06 8.37 15.58
C 10.08 8.69 16.63
O 8.85 9.12 16.12
C 8.93 10.49 15.74
H 15.65 10.76 11.44
H 15.48 11.93 12.86
H 14.06 11.66 11.69
H 12.78 11.00 13.36
H 13.71 10.89 14.79
H 13.45 8.42 14.82
H 12.43 8.49 13.43
H 11.69 7.64 16.05
H 10.58 7.88 14.68
H 10.42 9.50 17.33
H 9.90 7.72 17.18
H 9.48 10.56 14.82
H 9.47 11.03 16.49
H 7.96 10.90 15.52
C 15.78 17.62 15.27
O 14.40 17.50 15.47
C 13.88 16.45 14.63
C 12.43 16.21 15.01
O 11.70 15.50 13.98
C 11.86 14.13 13.86
C 11.27 13.33 15.10
O 10.10 13.89 15.69
C 9.00 13.97 14.79
H 16.04 17.82 14.22
H 16.36 16.75 15.63
H 16.03 18.54 15.84
H 14.46 15.55 14.76
H 13.94 16.69 13.55
H 11.96 17.19 15.11
H 12.22 15.66 15.94
H 12.92 13.89 13.80
H 11.32 13.93 12.87
H 12.08 13.27 15.92
H 11.01 12.32 14.91
H 8.72 12.97 14.47
H 9.21 14.60 13.87
H 8.14 14.34 15.28
C 17.61 18.88 18.84
O 18.63 18.12 19.49
C 18.08 17.01 20.17
C 19.15 16.31 20.95
O 20.03 15.48 20.12
C 20.96 14.76 20.84
C 22.11 15.59 21.38
O 21.61 16.21 22.63
C 22.62 16.83 23.46
H 18.12 19.56 18.14
H 17.13 19.45 19.59
H 17.05 18.23 18.25
H 17.68 16.28 19.57
H 17.24 17.26 20.84
H 18.74 15.67 21.76
H 19.78 17.09 21.42
H 21.46 14.08 20.12
H 20.47 14.31 21.66
H 22.45 16.36 20.64
H 22.91 14.98 21.80
H 22.41 17.88 23.44
H 23.66 16.69 23.09
H 22.54 16.52 24.54
C 14.64 9.72 24.02
O 14.40 11.13 23.85
C 13.66 11.48 22.68
C 14.20 11.09 21.35
O 13.22 11.39 20.42
C 13.33 10.82 19.16
C 12.53 11.61 18.18
O 11.11 11.41 18.45
C 10.43 12.46 19.22
H 13.70 9.23 24.23
H 15.47 9.61 24.75
H 14.95 9.28 23.07
H 13.49 12.57 22.76
H 12.67 10.94 22.66
H 14.53 9.93 21.32
H 15.14 11.55 21.04
H 12.91 9.81 19.20
H 14.41 10.78 18.80
H 12.82 11.27 17.18
H 12.74 12.70 18.33
H 10.88 12.50 20.21
H 9.37 12.11 19.30
H 10.50 13.36 18.71
C 13.56 16.17 22.98
O 14.24 14.89 22.94
C 15.33 14.95 22.04
C 14.91 14.79 20.59
O 14.19 15.95 20.20
C 13.57 15.92 18.96
C 12.85 17.29 18.78
O 11.70 17.53 19.56
C 10.56 16.68 19.25
H 12.89 16.27 22.14
H 14.27 17.02 22.93
H 12.99 16.15 23.91
H 16.00 14.07 22.24
H 15.88 15.87 22.11
H 14.25 13.85 20.50
H 15.83 14.65 19.96
H 12.96 15.02 18.81
H 14.30 15.83 18.12
H 12.68 17.43 17.69
H 13.58 18.08 19.00
H 10.60 16.38 18.22
H 9.67 17.28 19.39
H 10.52 15.77 19.91
C 19.37 7.65 15.60
C 18.90 8.73 14.59
C 17.34 8.84 14.63
C 16.62 7.59 14.21
N 16.23 6.51 14.00
H 20.47 7.58 15.64
H 18.97 6.66 15.36
H 18.96 7.89 16.57
H 19.34 8.59 13.65
H 19.43 9.74 14.94
H 17.05 9.66 13.99
H 16.93 9.03 15.63
C 17.75 12.09 20.39
C 19.00 11.79 19.58
C 19.05 10.36 19.00
C 18.97 9.34 20.02
N 18.96 8.53 20.85
H 17.56 11.35 21.16
H 16.81 12.20 19.84
H 17.84 13.06 20.88
H 19.84 11.96 20.25
H 19.01 12.46 18.79
H 19.94 10.15 18.40
H 18.19 10.25 18.28
```

---

DFT (ωB97M-V/def2-TZVPD) results for an isolated molecule of C4H9FN2S.

Summary:
- Kohn-Sham gap: 9.00 eV
- DFT total energy: -765.35738 Eh
- HOMO level: -8.35 eV
- Total charge: 0
- ΔE to the lowest compared entry with this formula, charge and spin: 66.1 kJ/mol

The geometry in XYZ format:
```
17
C4H9FN2S ωB97M-V/def2-TZVPD
N -0.39 -0.81 2.49
C -0.34 0.52 1.86
C 0.58 0.49 0.66
S 2.18 0.80 0.90
N 0.09 0.07 -0.49
C -1.32 -0.07 -0.87
C -1.50 -1.03 -2.00
F -1.08 -0.46 -3.21
H 0.49 -0.91 2.95
H -0.44 -1.51 1.76
H -1.43 0.83 1.59
H 0.05 1.26 2.64
H 0.76 0.13 -1.22
H -1.68 0.90 -1.21
H -1.85 -0.42 0.01
H -2.59 -1.25 -2.13
H -0.98 -1.97 -1.83
```

---

DFT (ωB97M-V/def2-TZVPD) results for a cluster of 2 separate species, C3H8N2 in total.

Summary:
- Kohn-Sham gap (alpha / beta): 6.82 / 4.55 eV
- DFT total energy: -228.20818 Eh
- HOMO level (alpha / beta): -12.38 / -12.38 eV
- Total charge: +1
- 2S+1: 2
- ΔE to the lowest compared entry with this formula, charge and spin: 342.1 kJ/mol

The geometry in XYZ format:
```
13
C3H8N2 ωB97M-V/def2-TZVPD
C -1.44 -3.43 -0.36
N -0.98 -3.28 -1.53
H -1.10 -4.30 0.21
H -2.26 -2.90 0.13
H -1.04 -2.30 -1.82
C 0.91 2.87 -0.43
C 1.32 2.07 0.66
N 0.88 0.85 0.85
H -0.16 2.80 -0.54
H 1.38 3.79 -0.75
H 1.68 2.50 1.59
H 0.67 0.68 1.82
H 0.15 0.64 0.18
```

---

DFT (ωB97M-V/def2-TZVPD) results for an isolated molecule of ClH3NO2P.

Summary:
- Kohn-Sham gap: 10.61 eV
- DFT total energy: -1008.63745 Eh
- HOMO level: -10.37 eV
- Total charge: 0
- ΔE to the lowest compared entry with this formula, charge and spin: 40.9 kJ/mol

The geometry in XYZ format:
```
8
ClH3NO2P ωB97M-V/def2-TZVPD
N -1.54 0.12 -0.36
P -0.04 0.07 0.03
O 0.73 -0.87 1.31
O 0.61 -0.71 -1.19
Cl 1.00 1.79 0.00
H -2.06 0.66 0.22
H 1.43 -0.42 1.77
H -0.13 -0.65 -1.79
```

---

DFT (ωB97M-V/def2-TZVPD) results for a cluster of 2 separate species, C4H12N2O2 in total.

Summary:
- Kohn-Sham gap (alpha / beta): 2.70 / 9.54 eV
- DFT total energy: -419.55536 Eh
- HOMO level (alpha / beta): 1.17 / -5.68 eV
- Total charge: -1
- 2S+1: 2
- ΔE to the lowest compared entry with this formula, charge and spin: 138.0 kJ/mol

The geometry in XYZ format:
```
20
C4H12N2O2 ωB97M-V/def2-TZVPD
N 0.60 -1.95 1.01
C -0.65 -1.19 1.14
C -0.27 0.25 0.95
N -0.63 0.88 -0.21
C 0.01 2.15 -0.50
C -1.60 0.45 -1.19
O 0.44 0.82 1.77
H 1.26 -1.58 1.70
H 0.48 -2.94 1.26
H -1.31 -1.57 0.38
H -1.11 -1.32 2.12
H 0.97 1.98 -1.01
H 0.22 2.68 0.42
H -0.63 2.74 -1.16
H -1.14 0.50 -2.17
H -2.01 -0.53 -0.98
H -2.49 1.10 -1.17
H 2.41 -1.01 -0.05
H 2.68 -1.00 -1.55
O 2.78 -0.46 -0.76
```

---

DFT (ωB97M-V/def2-TZVPD) results for a structure of composition C31H49F6N5O4P2RbS2.

Summary:
- Kohn-Sham gap: 5.87 eV
- DFT total energy: -3887.88446 Eh
- HOMO level: -3.79 eV
- Total charge: -1
- ΔE to the lowest compared entry with this formula, charge and spin: 28.0 kJ/mol

The geometry in XYZ format:
```
100
C31H49F6N5O4P2RbS2 ωB97M-V/def2-TZVPD
Rb 0.58 -0.50 0.89
C 1.51 2.38 -2.08
C 1.30 1.28 -3.12
C 1.24 1.89 -4.51
P -0.18 0.26 -2.60
C -0.45 -0.78 -4.12
C -1.65 -1.70 -3.89
C 0.79 -1.60 -4.46
C -1.57 1.44 -2.72
C -2.18 1.82 -3.92
C -3.34 2.57 -3.95
C -3.93 2.94 -2.74
C -3.35 2.59 -1.54
C -2.13 1.86 -1.48
N -1.47 1.65 -0.30
C -2.17 1.31 0.82
C -3.34 0.51 0.81
C -3.90 0.05 1.98
C -3.33 0.35 3.21
C -2.19 1.15 3.25
C -1.62 1.66 2.09
P -0.08 2.63 2.00
C -0.60 4.35 1.48
C -2.08 4.65 1.65
C -0.15 4.66 0.05
C 0.33 2.92 3.80
C -0.60 3.83 4.61
C 1.77 3.43 3.90
H 2.44 2.92 -2.28
H 1.53 2.00 -1.06
H 0.68 3.10 -2.13
H 2.14 0.58 -3.06
H 0.40 2.57 -4.60
H 1.16 1.13 -5.30
H 2.15 2.46 -4.71
H -0.67 -0.13 -4.98
H -1.45 -2.39 -3.07
H -1.86 -2.30 -4.78
H -2.55 -1.13 -3.64
H 1.04 -2.26 -3.63
H 1.66 -0.97 -4.67
H 0.60 -2.22 -5.34
H -1.74 1.50 -4.86
H -3.78 2.85 -4.90
H -4.85 3.51 -2.74
H -3.82 2.88 -0.61
H -3.77 0.23 -0.15
H -4.79 -0.58 1.94
H -3.75 -0.05 4.13
H -1.74 1.35 4.21
H -0.03 5.00 2.15
H -2.66 4.03 0.96
H -2.29 5.70 1.41
H -2.44 4.44 2.66
H -0.72 4.07 -0.66
H 0.91 4.44 -0.09
H -0.31 5.72 -0.17
H 0.32 1.92 4.24
H -0.54 4.86 4.26
H -0.30 3.83 5.66
H -1.64 3.51 4.56
H 1.88 4.40 3.40
H 2.47 2.74 3.42
H 2.07 3.56 4.94
F 5.04 -0.36 2.38
C 4.38 -1.18 1.56
F 3.55 -0.43 0.80
F 5.26 -1.77 0.74
S 3.45 -2.48 2.47
O 2.88 -3.30 1.44
O 4.41 -3.06 3.37
N 2.40 -1.50 3.14
S 1.18 -2.04 3.97
O 1.19 -3.45 4.21
O -0.04 -1.42 3.54
C 1.52 -1.27 5.61
F 1.57 0.06 5.51
F 2.68 -1.70 6.10
F 0.55 -1.60 6.47
C -1.22 -3.28 -0.11
N -0.29 -4.31 -0.52
C -0.31 -5.45 0.38
C 0.94 -3.88 -1.00
N 1.23 -2.64 -1.01
N 1.77 -4.91 -1.46
C 3.15 -4.56 -1.73
C 1.21 -5.85 -2.42
H -2.23 -3.68 -0.13
H -1.16 -2.42 -0.78
H -1.01 -2.94 0.91
H -0.07 -5.15 1.41
H 0.42 -6.20 0.08
H -1.30 -5.90 0.37
H 2.10 -2.46 -1.51
H 3.27 -3.98 -2.66
H 3.73 -5.48 -1.83
H 3.55 -3.99 -0.89
H 0.16 -6.02 -2.21
H 1.74 -6.80 -2.35
H 1.30 -5.48 -3.45
```

---

DFT (ωB97M-V/def2-TZVPD) results for an isolated molecule of C3H6O3.

Summary:
- Kohn-Sham gap: 11.29 eV
- DFT total energy: -343.58645 Eh
- HOMO level: -10.43 eV
- Total charge: 0
- ΔE to the lowest compared entry with this formula, charge and spin: 178.8 kJ/mol

The geometry in XYZ format:
```
12
C3H6O3 ωB97M-V/def2-TZVPD
O 0.72 -0.83 -1.32
C 0.36 -0.73 0.03
C -1.15 -0.65 0.27
O -1.04 0.72 0.72
C 0.37 0.72 0.57
O 0.82 1.67 -0.35
H 1.31 -0.08 -1.49
H 0.90 -1.47 0.65
H -1.74 -0.74 -0.65
H -1.55 -1.30 1.05
H 0.90 0.90 1.50
H 0.11 1.79 -0.99
```